Record 1
A 8-piece molecular cluster, C44H112N8O14 overall in a non-equilibrium geometry, computed with wB97M-V/def2-TZVPD.

**Maximum force**: 2.0 eV/Å
**E**: -88021.729 eV
**HOMO level**: -0.3032 Eh
**SMILES string**: COC[C@H](C)N.COC[C@H](C)N.COCCNCCOC.COCCNCCOC.COCCNCCOC.COCCNCCOC.COCCNCCOC.COCCNCCOC

Structure (XYZ):
```
178
Properties=species:S:1:pos:R:3:lowdin_charge:R:1
C 11.612 -14.142 -1.235 -0.1026
O 11.624 -14.640 0.088 -0.1922
C 10.658 -14.066 0.971 -0.2195
C 9.358 -14.831 1.018 -0.2172
N 8.477 -14.526 -0.107 -0.0486
C 7.192 -15.187 0.043 -0.2307
C 6.299 -14.883 -1.154 -0.2283
O 6.725 -15.505 -2.345 -0.2055
C 6.345 -16.851 -2.444 -0.1019
H 12.131 -14.871 -1.856 0.0914
H 12.134 -13.184 -1.294 0.0902
H 10.595 -14.048 -1.618 0.0533
H 10.487 -12.998 0.786 0.1272
H 11.176 -14.126 1.934 0.1204
H 8.827 -14.555 1.937 0.1210
H 9.579 -15.908 1.086 0.1264
H 8.903 -14.944 -0.934 0.0908
H 6.675 -14.800 0.927 0.1239
H 7.274 -16.283 0.145 0.1121
H 6.334 -13.803 -1.334 0.1212
H 5.241 -15.066 -0.913 0.1016
H 5.255 -16.974 -2.452 0.0734
H 6.763 -17.455 -1.626 0.0887
H 6.755 -17.262 -3.367 0.0801
C 1.829 -11.415 -9.946 -0.1281
O 2.746 -10.453 -9.536 -0.1940
C 4.060 -10.750 -9.961 -0.2283
C 4.923 -9.561 -9.617 -0.1945
N 5.195 -9.531 -8.179 -0.0499
C 5.584 -8.213 -7.706 -0.2154
C 6.971 -7.806 -8.195 -0.2363
O 6.852 -7.066 -9.383 -0.1928
C 8.035 -6.419 -9.744 -0.1251
H 1.985 -12.378 -9.439 0.0784
H 1.871 -11.576 -11.033 0.0905
H 0.818 -11.076 -9.715 0.0882
H 4.109 -10.934 -11.044 0.1256
H 4.460 -11.649 -9.464 0.1151
H 4.381 -8.644 -9.900 0.1280
H 5.872 -9.550 -10.156 0.1205
H 4.352 -9.831 -7.698 0.0832
H 5.586 -8.253 -6.614 0.1039
H 4.873 -7.419 -7.996 0.1168
H 7.558 -8.720 -8.353 0.1302
H 7.434 -7.190 -7.414 0.1227
H 8.929 -6.899 -9.324 0.0870
H 8.040 -5.373 -9.412 0.0879
H 8.160 -6.445 -10.829 0.0861
C -0.778 -19.076 -1.607 -0.0938
O -0.798 -18.229 -2.746 -0.2400
C -1.845 -18.542 -3.643 -0.2267
C -1.558 -17.932 -4.974 -0.1955
N -1.787 -16.474 -4.927 -0.0392
C -1.280 -15.763 -6.087 -0.2259
C -1.785 -14.341 -6.104 -0.2300
O -1.144 -13.632 -5.070 -0.2371
C -1.269 -12.218 -5.187 -0.0874
H -1.761 -19.131 -1.130 0.1023
H -0.073 -18.638 -0.896 0.0385
H -0.389 -20.071 -1.854 0.1013
H -2.806 -18.198 -3.237 0.1319
H -1.929 -19.637 -3.741 0.1265
H -2.259 -18.354 -5.704 0.1256
H -0.536 -18.146 -5.327 0.1058
H -1.325 -16.092 -4.108 0.0872
H -1.575 -16.250 -7.019 0.1244
H -0.176 -15.749 -6.083 0.1074
H -2.877 -14.350 -5.999 0.1287
H -1.547 -13.895 -7.088 0.1256
H -0.786 -11.761 -4.329 0.0801
H -2.330 -11.923 -5.168 0.0938
H -0.845 -11.866 -6.135 0.0839
C -0.578 -11.610 0.962 -0.1138
O -0.243 -12.962 0.803 -0.1827
C -0.358 -13.429 -0.518 -0.2454
C -0.394 -14.921 -0.502 -0.2067
N 0.967 -15.468 -0.503 -0.0468
C 0.953 -16.947 -0.403 -0.2263
C 2.327 -17.448 -0.084 -0.2180
O 2.833 -16.721 1.027 -0.1871
C 4.189 -17.037 1.309 -0.0912
H -1.366 -11.313 0.262 0.0829
H 0.293 -10.963 0.811 0.0882
H -0.953 -11.481 1.976 0.0871
H 0.509 -13.078 -1.102 0.1258
H -1.249 -13.013 -1.010 0.1190
H -0.941 -15.290 -1.376 0.1158
H -0.915 -15.265 0.405 0.1288
H 1.431 -15.116 0.332 0.1096
H 0.649 -17.330 -1.378 0.0725
H 0.254 -17.232 0.402 0.1286
H 2.977 -17.389 -0.966 0.1125
H 2.230 -18.508 0.201 0.1311
H 4.419 -18.103 1.417 0.0937
H 4.388 -16.560 2.273 0.0937
H 4.855 -16.589 0.567 0.0541
C -1.471 -4.967 -8.188 -0.1285
O -0.443 -5.205 -7.285 -0.2013
C 0.813 -5.049 -7.869 -0.2529
C 1.877 -5.443 -6.886 -0.2144
N 2.099 -6.873 -6.772 -0.0465
C 0.999 -7.578 -6.154 -0.2146
C 1.411 -8.991 -5.814 -0.2302
O 2.278 -8.927 -4.708 -0.1852
C 2.670 -10.212 -4.288 -0.0971
H -1.374 -5.585 -9.092 0.0903
H -1.514 -3.911 -8.493 0.0908
H -2.408 -5.216 -7.694 0.0880
H 0.945 -3.992 -8.155 0.1259
H 0.866 -5.630 -8.803 0.1295
H 1.612 -4.986 -5.909 0.1282
H 2.809 -4.933 -7.143 0.1183
H 2.897 -7.013 -6.159 0.1033
H 0.110 -7.580 -6.782 0.1167
H 0.689 -7.113 -5.198 0.1321
H 1.940 -9.468 -6.654 0.1178
H 0.513 -9.578 -5.562 0.1148
H 1.819 -10.737 -3.820 0.0821
H 3.461 -10.143 -3.544 0.0916
H 3.017 -10.816 -5.134 0.0640
C 6.583 -10.735 -4.980 -0.1211
O 7.640 -11.628 -4.969 -0.1645
C 7.471 -12.640 -4.016 -0.2381
C 8.724 -13.482 -3.994 -0.2072
N 8.981 -14.221 -5.209 -0.0272
C 8.245 -15.462 -5.295 -0.2393
C 8.291 -15.996 -6.715 -0.2211
O 7.981 -15.017 -7.679 -0.1837
C 6.671 -14.475 -7.555 -0.1016
H 5.610 -11.209 -5.206 0.0767
H 6.774 -9.968 -5.724 0.0698
H 6.435 -10.248 -3.997 0.0958
H 6.597 -13.281 -4.220 0.1110
H 7.313 -12.209 -3.010 0.1261
H 8.790 -14.097 -3.099 0.0868
H 9.584 -12.807 -3.827 0.1225
H 8.808 -13.652 -6.026 0.1034
H 7.170 -15.338 -5.037 0.1006
H 8.571 -16.218 -4.575 0.1178
H 7.600 -16.855 -6.782 0.1218
H 9.299 -16.333 -6.955 0.1240
H 5.908 -15.269 -7.525 0.0945
H 6.496 -13.797 -8.385 0.0874
H 6.568 -13.898 -6.623 0.0684
C 3.511 -14.886 -3.362 -0.0453
C 2.297 -14.278 -3.995 -0.3937
C 2.476 -14.049 -5.467 -0.1967
O 3.596 -13.187 -5.662 -0.2052
C 3.724 -12.803 -7.007 -0.1333
N 1.105 -15.182 -3.855 0.0736
H 4.372 -14.210 -3.405 0.0779
H 3.795 -15.818 -3.857 0.0646
H 3.374 -15.115 -2.301 0.0692
H 2.055 -13.290 -3.570 0.1330
H 1.584 -13.582 -5.914 0.1258
H 2.687 -14.981 -6.019 0.1280
H 3.553 -13.632 -7.701 0.0968
H 4.765 -12.482 -7.132 0.0683
H 3.145 -11.889 -7.208 0.0738
H 0.933 -15.264 -2.852 0.0507
H 0.330 -14.634 -4.233 0.0350
C 3.788 -18.317 -5.458 -0.0626
C 2.387 -18.695 -5.122 -0.4521
C 2.208 -20.215 -5.055 -0.1995
O 2.443 -20.898 -6.269 -0.1874
C 1.495 -20.615 -7.278 -0.1090
N 1.990 -18.141 -3.799 0.0690
H 4.116 -18.876 -6.346 0.0852
H 4.478 -18.562 -4.648 0.0800
H 3.916 -17.274 -5.762 0.0626
H 1.689 -18.268 -5.859 0.1112
H 1.192 -20.457 -4.711 0.1201
H 2.951 -20.583 -4.344 0.1313
H 0.503 -20.989 -6.996 0.0889
H 1.821 -21.144 -8.174 0.0876
H 1.464 -19.552 -7.529 0.0780
H 1.950 -17.118 -3.898 0.0295
H 1.005 -18.387 -3.664 0.0320
```


Record 2
A 10-piece molecular cluster, C44H116N12O15 overall in a non-equilibrium geometry, computed with wB97M-V/def2-TZVPD.

**Maximum force**: 3.2 eV/Å
**E**: -96094.932 eV
**HOMO level**: -0.3006 Eh
**SMILES string**: COC[C@H](C)N.COC[C@H](C)N.COC[C@H](C)N.COCCNCCOC.COCCNCCOC.COCCNCCOC.COCCNCCOC.COCCNCCOC.NC(N)=O.NC(N)=O

Structure (XYZ):
```
187
Properties=species:S:1:pos:R:3:lowdin_charge:R:1
C -2.448 -4.790 -1.815 -0.0471
C -3.713 -4.852 -2.699 -0.4242
C -4.139 -3.505 -3.244 -0.1864
O -4.494 -2.642 -2.165 -0.2074
C -4.756 -1.288 -2.451 -0.1095
N -3.518 -5.818 -3.773 0.0398
H -1.579 -4.355 -2.305 0.0579
H -2.181 -5.797 -1.577 0.0694
H -2.569 -4.419 -0.822 0.0517
H -4.431 -5.353 -2.055 0.1386
H -5.063 -3.590 -3.860 0.1325
H -3.347 -3.110 -3.883 0.1189
H -5.007 -0.831 -1.509 0.0685
H -5.619 -1.097 -3.108 0.0958
H -3.986 -0.733 -2.885 0.0481
H -4.413 -5.974 -4.187 0.0604
H -2.878 -5.404 -4.446 0.0708
C -0.344 -2.591 0.293 -0.0511
C -0.950 -1.240 0.027 -0.3612
C -0.481 -0.592 -1.375 -0.1692
O 0.904 -0.465 -1.613 -0.1623
C 1.281 0.684 -0.910 -0.1323
N -2.424 -1.284 -0.034 0.0969
H 0.693 -2.569 0.552 0.0397
H -0.447 -3.183 -0.637 0.0617
H -0.783 -3.174 1.125 0.0936
H -0.687 -0.579 0.833 0.1031
H -0.972 0.389 -1.554 0.1061
H -0.785 -1.341 -2.101 0.1040
H 1.315 0.505 0.177 0.0811
H 0.526 1.471 -0.959 0.0727
H 2.244 1.036 -1.239 0.0718
H -2.622 -2.105 -0.607 0.0533
H -2.747 -1.507 0.862 0.0276
C 2.146 -2.795 -5.204 -0.0623
C 0.893 -3.672 -5.123 -0.4260
C 1.006 -4.736 -4.061 -0.1797
O 1.178 -4.052 -2.771 -0.2230
C 1.719 -4.977 -1.847 -0.1365
N -0.337 -2.901 -4.865 0.0497
H 1.947 -2.138 -6.070 0.0794
H 3.043 -3.404 -5.498 0.0889
H 2.471 -2.272 -4.348 0.0505
H 0.842 -4.266 -6.085 0.1497
H 1.943 -5.311 -4.228 0.1275
H 0.183 -5.415 -3.881 0.1137
H 1.546 -4.615 -0.803 0.0668
H 2.791 -5.182 -2.012 0.0912
H 1.139 -5.928 -1.771 0.0986
H -0.460 -2.028 -5.427 0.0792
H -0.444 -2.662 -3.883 0.0422
C -4.121 2.130 -3.357 -0.1293
O -3.314 2.097 -2.207 -0.2221
C -3.650 3.196 -1.357 -0.2027
C -3.138 2.870 0.046 -0.1813
N -3.842 1.693 0.591 -0.0390
C -3.713 1.492 2.013 -0.2097
C -5.065 1.670 2.722 -0.1900
O -4.897 1.376 4.087 -0.2002
C -5.911 1.739 4.948 -0.1343
H -3.703 1.402 -4.074 0.0850
H -4.045 3.102 -3.859 0.0882
H -5.176 1.892 -3.223 0.0882
H -4.717 3.238 -1.255 0.1116
H -3.162 4.120 -1.775 0.1200
H -3.496 3.684 0.690 0.1235
H -2.071 2.804 0.048 0.0990
H -3.591 0.813 0.158 0.0718
H -2.960 2.137 2.447 0.0897
H -3.338 0.503 2.284 0.1040
H -5.676 0.963 2.175 0.1104
H -5.537 2.644 2.697 0.1149
H -6.264 2.757 4.800 0.0775
H -5.564 1.598 5.982 0.0925
H -6.854 1.236 4.821 0.0790
C -4.204 -2.203 9.826 -0.1161
O -3.478 -1.974 8.662 -0.1946
C -4.211 -1.672 7.534 -0.2378
C -3.268 -1.663 6.289 -0.2173
N -3.954 -1.559 5.030 -0.0343
C -3.286 -2.386 4.039 -0.2013
C -4.288 -2.899 2.945 -0.2314
O -4.677 -1.840 2.140 -0.2179
C -5.402 -2.215 1.005 -0.1090
H -4.339 -1.223 10.327 0.0962
H -3.675 -2.887 10.457 0.0785
H -5.185 -2.586 9.610 0.0767
H -4.679 -0.719 7.656 0.1105
H -4.896 -2.486 7.314 0.1191
H -2.699 -2.639 6.265 0.1183
H -2.521 -0.826 6.489 0.1252
H -3.953 -0.569 4.747 0.0962
H -3.033 -3.352 4.553 0.1157
H -2.327 -2.083 3.563 0.1152
H -5.159 -3.276 3.471 0.1157
H -3.827 -3.709 2.330 0.1260
H -5.886 -1.332 0.630 0.0772
H -6.228 -2.921 1.208 0.1005
H -4.722 -2.615 0.230 0.0708
C 5.552 8.757 -4.230 -0.1028
O 6.542 7.748 -4.003 -0.1878
C 7.193 7.897 -2.774 -0.2500
C 7.970 6.622 -2.561 -0.2245
N 7.102 5.470 -2.550 -0.0756
C 7.692 4.210 -2.260 -0.2459
C 6.707 3.177 -1.785 -0.2145
O 5.763 3.062 -2.838 -0.1943
C 4.729 2.238 -2.563 -0.1660
H 5.871 9.795 -3.930 0.0948
H 4.604 8.645 -3.666 0.0902
H 5.330 8.785 -5.265 0.0665
H 6.511 7.849 -1.938 0.1186
H 7.747 8.835 -2.845 0.1267
H 8.474 6.711 -1.607 0.1117
H 8.763 6.505 -3.363 0.1343
H 6.248 5.434 -3.120 0.1327
H 8.404 4.416 -1.432 0.1250
H 8.281 3.778 -3.125 0.1344
H 6.220 3.501 -0.823 0.1376
H 7.159 2.175 -1.666 0.1273
H 4.019 2.029 -3.374 0.0918
H 4.120 2.680 -1.731 0.0999
H 5.110 1.253 -2.388 0.0705
C -0.386 0.901 -4.803 -0.1162
O -0.404 2.319 -4.732 -0.2003
C -0.212 2.799 -3.390 -0.2219
C -0.389 4.257 -3.427 -0.2244
N -0.311 4.902 -2.144 -0.0773
C -0.869 6.205 -2.169 -0.2428
C -0.976 6.803 -0.752 -0.1956
O 0.320 6.658 -0.161 -0.2137
C 0.612 7.317 1.066 -0.0948
H -0.351 0.668 -5.868 0.0859
H -1.287 0.501 -4.302 0.0866
H 0.516 0.437 -4.463 0.0690
H 0.779 2.419 -3.114 0.1156
H -1.056 2.274 -2.798 0.1239
H -1.445 4.465 -3.748 0.1280
H 0.293 4.727 -4.221 0.1487
H 0.557 4.869 -1.612 0.1220
H -1.868 6.019 -2.510 0.0937
H -0.342 6.887 -2.868 0.1273
H -1.751 6.201 -0.199 0.1219
H -1.368 7.863 -0.707 0.1325
H 0.641 8.410 0.992 0.0886
H 1.592 7.009 1.317 0.0704
H -0.080 7.002 1.837 0.0818
C 5.337 -2.607 -1.701 -0.1212
O 5.155 -2.459 -0.331 -0.1466
C 3.832 -2.040 -0.034 -0.2164
C 3.703 -2.019 1.458 -0.2223
N 4.002 -3.263 2.147 -0.0526
C 3.042 -4.298 1.753 -0.2009
C 3.229 -5.511 2.649 -0.2163
O 4.526 -6.042 2.335 -0.1894
C 4.718 -7.314 2.934 -0.1096
H 6.421 -2.817 -1.906 0.1078
H 5.072 -1.769 -2.288 0.0638
H 4.805 -3.438 -2.119 0.0687
H 3.035 -2.716 -0.375 0.1059
H 3.515 -1.037 -0.357 0.1193
H 2.736 -1.632 1.775 0.0878
H 4.379 -1.285 1.931 0.1323
H 4.938 -3.547 1.985 0.1030
H 3.138 -4.588 0.736 0.0893
H 2.015 -3.968 1.965 0.1195
H 2.458 -6.216 2.386 0.1085
H 3.070 -5.275 3.749 0.1339
H 4.567 -7.216 4.009 0.0832
H 5.744 -7.621 2.766 0.0848
H 4.016 -8.043 2.536 0.0837
C -0.707 1.616 3.809 -0.6595
O -1.442 0.796 4.374 -0.0257
N 0.257 1.197 2.887 0.1593
N -0.969 2.924 4.038 0.1371
H 0.576 1.897 2.220 0.0927
H 0.304 0.149 2.785 0.0558
H -1.511 3.011 4.925 0.1316
H -0.200 3.599 3.995 0.1029
C 1.208 -1.731 4.268 -0.6294
O 0.968 -1.390 3.105 -0.0368
N 2.289 -2.517 4.505 0.1634
N 0.453 -1.310 5.333 0.1755
H 3.017 -2.620 3.783 0.0676
H 2.490 -2.753 5.510 0.1287
H -0.363 -0.804 5.004 0.0497
H 0.364 -1.887 6.170 0.1096
```


> Which of these has the lowest maximum force?

C44H112N8O14


> Which of these has the highest HOMO level?

C44H116N12O15


> The lowest HOMO level belongs to which entry?

C44H112N8O14


> Which of these has the lowest HOMO level?

C44H112N8O14